1.
ORCA calculation (wB97M-V/def2-TZVPD) on a structure of composition C38H36Br3CsN5O4 at a distorted geometry.

As for the calculated total energy: -9786.70931 hartree. The calculation puts the HOMO energy at -3.6969 eV. The value obtained for the LUMO energy is 1.76 eV. The value obtained for the HOMO-LUMO gap is 5.458 eV. The relative energy (zero: lowest compared OMol25 entry of this formula, charge and spin) comes out at 0.0 kJ/mol.

```
! RIJCOSX wB97M-V def2-TZVPD def2/J DEFGRID3
* xyz -1 1
Cs -0.27 1.58 -0.55
Br -4.14 5.36 4.33
C -3.03 4.14 3.40
C -3.59 3.17 2.60
C -2.73 2.29 1.96
N -1.41 2.34 2.10
C -0.88 3.30 2.85
C -1.66 4.23 3.54
C 0.63 3.36 2.89
C 1.30 4.25 3.72
C 2.68 4.27 3.67
Br 3.63 5.46 4.78
C 3.36 3.44 2.80
C 2.59 2.58 2.02
N 1.27 2.53 2.06
H -4.66 3.09 2.46
H -3.11 1.52 1.29
H -1.23 5.02 4.14
H 0.78 4.91 4.40
H 4.43 3.44 2.73
H 3.07 1.90 1.32
C -4.30 -1.03 1.45
C -3.32 -0.80 2.57
C -3.72 -0.40 3.84
C -2.80 -0.14 4.83
C -1.44 -0.27 4.56
C -1.00 -0.67 3.31
C 0.47 -0.77 2.98
C -1.95 -0.94 2.33
N -1.53 -1.25 1.01
C -1.29 -2.45 0.68
C -1.42 -3.66 1.56
C -0.86 -2.69 -0.73
C -1.61 -3.74 -1.51
N 0.11 -2.00 -1.15
C 0.63 -2.14 -2.46
C 1.79 -2.92 -2.61
C 2.27 -3.77 -1.46
C 2.44 -2.92 -3.83
C 1.94 -2.18 -4.89
C 0.78 -1.45 -4.74
C 0.09 -1.42 -3.52
C -1.21 -0.68 -3.42
H -5.30 -0.71 1.74
H -4.35 -2.09 1.19
H -4.00 -0.50 0.55
H -4.78 -0.28 4.03
H -3.13 0.18 5.81
H -0.71 -0.04 5.33
H 1.07 -0.36 3.79
H 0.70 -0.23 2.07
H 0.77 -1.81 2.82
H -1.49 -3.39 2.61
H -0.56 -4.32 1.41
H -2.32 -4.23 1.29
H -2.68 -3.66 -1.32
H -1.30 -4.74 -1.20
H -1.43 -3.63 -2.58
H 1.56 -4.58 -1.25
H 2.36 -3.19 -0.55
H 3.23 -4.22 -1.70
H 3.33 -3.52 -3.95
H 2.46 -2.18 -5.85
H 0.38 -0.87 -5.56
H -1.21 0.23 -4.01
H -1.46 -0.39 -2.40
H -2.04 -1.30 -3.77
O -3.17 1.77 -3.64
C -2.47 2.08 -2.68
O -2.64 1.70 -1.47
C -1.22 2.98 -2.91
O -1.34 4.20 -2.84
O -0.11 2.34 -3.03
C 3.25 0.76 -4.80
C 3.46 0.30 -3.38
C 4.57 -0.43 -2.98
C 4.71 -0.83 -1.66
C 3.69 -0.48 -0.79
Br 3.83 -1.00 1.05
N 2.63 0.20 -1.14
C 2.52 0.60 -2.41
H 4.08 0.45 -5.44
H 3.16 1.85 -4.84
H 2.33 0.34 -5.19
H 5.34 -0.69 -3.70
H 5.56 -1.40 -1.32
H 1.62 1.18 -2.66
*
```

Atomic partial charges in e from the Löwdin method, atoms 1 to 4: Cs 1.34; Br 0.74; C -0.67; C -0.07

2.
ORCA calculation (wB97M-V/def2-TZVPD) on a cluster of 4 separate species, C38H37BBrI2NO14 in total at a distorted geometry.

As for the calculated total energy: -5772.58918 hartree. The calculation puts the HOMO energy at -8.9885 eV. The value obtained for the LUMO energy is -1.80 eV. The value obtained for the HOMO-LUMO gap is 7.186 eV. As for the SMILES: C[C@H](I)Cc1c(B(O)O)c(CC(=O)Br)c(COCOCCO)c2c1C(=O)N(CCCI)C2=O.O=C1C=CC(=O)C=C1.O=C1C=CC(=O)C=C1.O=C1C=CC(=O)C=C1. The relative energy (zero: lowest compared OMol25 entry of this formula, charge and spin) comes out at 46.6 kJ/mol.

```
! RIJCOSX wB97M-V def2-TZVPD def2/J DEFGRID3
* xyz 0 1
C -3.53 0.91 -2.38
C -2.66 -0.06 -1.60
I -3.08 0.24 0.49
C -1.20 0.10 -2.02
C -0.12 -0.38 -1.09
C 0.33 -1.73 -1.06
B -0.31 -2.80 -2.05
O 0.53 -3.66 -2.74
O -1.66 -2.95 -2.21
C 1.34 -2.09 -0.15
C 1.88 -3.51 -0.11
C 3.32 -3.63 -0.59
O 4.19 -4.14 0.03
Br 3.72 -2.83 -2.33
C 1.90 -1.14 0.73
C 2.97 -1.48 1.75
O 2.38 -1.57 3.04
C 3.24 -1.16 4.08
O 2.53 -0.97 5.25
C 1.45 -0.04 5.14
C 0.11 -0.72 5.43
O -0.66 -0.86 4.24
C 1.46 0.17 0.65
C 0.48 0.54 -0.24
C 0.23 2.02 -0.07
O -0.65 2.68 -0.53
N 1.24 2.48 0.79
C 2.23 3.50 0.30
C 1.94 4.06 -1.08
C 2.23 3.12 -2.25
I 4.18 2.27 -2.25
C 1.91 1.39 1.39
O 2.70 1.49 2.28
H -4.55 0.78 -2.03
H -3.26 1.93 -2.14
H -3.46 0.74 -3.45
H -2.99 -1.06 -1.81
H -1.04 1.16 -2.20
H -1.07 -0.41 -2.98
H 0.88 -3.24 -3.53
H -1.93 -2.77 -3.12
H 1.85 -3.90 0.90
H 1.30 -4.18 -0.72
H 3.44 -2.43 1.54
H 3.72 -0.70 1.71
H 3.95 -1.96 4.29
H 3.82 -0.27 3.80
H 1.60 0.76 5.86
H 1.37 0.42 4.17
H -0.47 -0.09 6.09
H 0.31 -1.68 5.89
H -0.46 -1.72 3.85
H 2.22 4.34 0.99
H 3.23 3.10 0.35
H 0.92 4.43 -1.17
H 2.58 4.93 -1.18
H 2.15 3.70 -3.16
H 1.46 2.36 -2.31
O -7.80 -2.22 5.63
C -7.10 -1.40 5.07
C -7.65 -0.51 4.02
C -6.88 0.39 3.40
C -5.44 0.53 3.73
O -4.75 1.35 3.16
C -4.89 -0.36 4.78
C -5.66 -1.26 5.40
H -8.70 -0.63 3.79
H -7.26 1.05 2.63
H -3.84 -0.24 5.00
H -5.28 -1.92 6.17
O 6.81 0.69 -1.67
C 7.59 0.68 -0.74
C 8.87 1.42 -0.80
C 9.72 1.41 0.22
C 9.42 0.66 1.46
O 10.20 0.65 2.39
C 8.14 -0.08 1.52
C 7.29 -0.07 0.50
H 9.07 1.97 -1.72
H 10.66 1.95 0.20
H 7.94 -0.63 2.44
H 6.35 -0.60 0.52
O -8.80 -0.38 -7.37
C -7.71 -0.07 -6.95
C -7.55 1.04 -5.98
C -6.35 1.39 -5.52
C -5.12 0.69 -5.97
O -4.03 1.00 -5.56
C -5.28 -0.42 -6.95
C -6.48 -0.77 -7.40
H -8.45 1.54 -5.66
H -6.20 2.19 -4.81
H -4.37 -0.92 -7.26
H -6.63 -1.58 -8.11
*
```

Atomic partial charges in e from the Löwdin method, atoms 1 to 4: C -0.18; C -0.74; I 0.99; C -0.18

3.
ORCA calculation (wB97M-V/def2-TZVPD) on a structure of composition C38H37ClN5O7RuTe at a distorted geometry.

As for the calculated total energy: -3093.65909 hartree. The calculation puts the HOMO energy (alpha / beta) at -4.7824 / -4.7829 eV. The value obtained for the LUMO energy (alpha / beta) is 1.17 / 1.17 eV. The value obtained for the HOMO-LUMO gap (alpha / beta) is 5.952 / 5.954 eV. The relative energy (zero: lowest compared OMol25 entry of this formula, charge and spin) comes out at 181.6 kJ/mol.

```
! RIJCOSX wB97M-V def2-TZVPD def2/J DEFGRID3
* xyz -1 1
Ru -0.09 -0.70 -0.30
O 1.19 -1.79 -4.07
C 0.63 -1.35 -3.07
N 0.86 -1.67 -1.77
C 1.38 -2.92 -1.36
C 1.51 -4.03 -2.18
C 1.92 -5.24 -1.62
C 2.19 -5.32 -0.26
C 2.07 -4.20 0.55
C 1.65 -2.99 0.01
N 1.44 -1.79 0.75
C 2.29 -1.56 1.77
O 3.26 -2.25 2.09
C 2.03 -0.33 2.61
C 2.91 -0.03 3.64
C 2.65 1.08 4.43
C 1.50 1.82 4.18
C 0.68 1.43 3.13
N 0.96 0.39 2.34
C -0.53 -0.41 -3.20
C -0.91 0.09 -4.43
C -2.07 0.84 -4.51
C -2.82 1.02 -3.37
C -2.38 0.49 -2.16
N -1.23 -0.19 -2.08
H 1.30 -3.95 -3.23
H 2.01 -6.11 -2.25
H 2.52 -6.26 0.17
H 2.29 -4.26 1.60
H 3.76 -0.67 3.80
H 3.32 1.36 5.23
H 1.23 2.69 4.77
H -0.23 1.97 2.91
H -0.29 -0.15 -5.28
H -2.40 1.25 -5.46
H -3.76 1.57 -3.38
H -2.93 0.60 -1.25
O -3.18 -0.69 0.45
Cl -1.93 -0.82 1.20
O -2.00 0.02 2.38
O -1.72 -2.21 1.57
O -1.18 1.77 -0.18
C 2.43 1.29 -0.26
C 1.11 1.91 0.08
O 0.97 3.00 0.56
N -0.10 1.13 -0.29
Te -2.66 3.20 2.14
C -3.17 5.24 1.77
C -2.40 6.03 0.90
C -1.17 5.53 0.18
C -2.77 7.35 0.68
C -3.88 7.92 1.28
C -4.26 9.35 1.02
C -4.65 7.12 2.12
C -4.32 5.79 2.36
C -5.21 5.00 3.28
C -2.28 3.42 4.21
C -1.26 4.28 4.66
C -0.47 5.16 3.72
C -0.95 4.32 6.01
C -1.60 3.51 6.94
C -1.22 3.53 8.39
C -2.59 2.65 6.47
C -2.94 2.59 5.13
C -4.02 1.62 4.71
H 2.78 1.74 -1.19
H 2.37 0.21 -0.40
H 3.14 1.53 0.53
H -0.97 4.47 0.35
H -0.28 6.08 0.52
H -1.27 5.69 -0.89
H -2.16 7.96 0.01
H -3.55 9.84 0.36
H -4.29 9.92 1.96
H -5.25 9.42 0.57
H -5.53 7.54 2.59
H -6.14 5.53 3.46
H -4.73 4.81 4.24
H -5.44 4.02 2.85
H -0.15 4.59 2.84
H 0.41 5.55 4.22
H -1.07 6.00 3.36
H -0.17 4.99 6.35
H -0.48 4.30 8.60
H -0.79 2.57 8.70
H -2.09 3.71 9.03
H -3.10 2.00 7.18
H -4.59 1.29 5.58
H -3.58 0.74 4.22
H -4.70 2.07 3.99
*
```

Atomic partial charges in e from the Löwdin method, atoms 1 to 4: Ru 1.27; O 0.05; C -0.47; N -0.04

4.
ORCA calculation (wB97M-V/def2-TZVPD) on a cluster of 7 separate species, C38H37F6N2 in total at a distorted geometry.

As for the calculated total energy: -2178.63427 hartree. The calculation puts the HOMO energy at -10.7013 eV. The value obtained for the LUMO energy is -3.52 eV. The value obtained for the HOMO-LUMO gap is 7.184 eV.

```
! RIJCOSX wB97M-V def2-TZVPD def2/J DEFGRID3
* xyz 1 1
N -0.25 -1.47 -4.58
C 0.65 -0.58 -4.79
C 2.04 -0.79 -4.10
N 1.93 -0.07 -2.74
H 0.11 -2.21 -3.97
H 0.43 0.30 -5.42
H 2.89 -0.42 -4.69
H 2.15 -1.87 -3.91
H 1.99 -0.80 -2.03
H 1.06 0.46 -2.70
H 2.71 0.59 -2.62
F 4.26 1.15 -0.99
C 5.14 0.17 -0.64
C 5.90 -0.44 -1.62
C 6.80 -1.43 -1.26
C 6.92 -1.81 0.07
C 6.15 -1.19 1.04
C 5.26 -0.18 0.69
H 5.78 -0.13 -2.66
H 7.40 -1.91 -2.02
H 7.62 -2.58 0.35
H 6.24 -1.48 2.08
H 4.65 0.32 1.44
F 1.98 -4.02 0.24
C 0.68 -3.81 -0.01
C 0.30 -3.38 -1.27
C -1.05 -3.17 -1.53
C -2.00 -3.39 -0.54
C -1.60 -3.82 0.72
C -0.25 -4.04 0.98
H 1.05 -3.20 -2.03
H -1.36 -2.83 -2.51
H -3.04 -3.22 -0.75
H -2.34 -3.99 1.49
H 0.08 -4.39 1.96
F -3.80 -0.94 0.87
C -3.04 0.17 0.76
C -1.70 0.11 1.10
C -0.92 1.25 0.99
C -1.49 2.44 0.54
C -2.84 2.49 0.21
C -3.62 1.34 0.31
H -1.28 -0.82 1.45
H 0.13 1.21 1.24
H -0.88 3.33 0.46
H -3.28 3.42 -0.13
H -4.67 1.36 0.05
F 1.22 3.85 4.82
C -0.04 4.31 4.83
C -0.38 5.35 5.68
C -1.68 5.84 5.68
C -2.63 5.27 4.84
C -2.28 4.23 3.99
C -0.98 3.75 3.98
H 0.37 5.77 6.34
H -1.95 6.65 6.34
H -3.65 5.65 4.84
H -3.02 3.79 3.34
H -0.68 2.94 3.32
F -4.91 3.61 -7.91
C -4.05 2.65 -7.55
C -3.28 2.03 -8.52
C -2.38 1.04 -8.14
C -2.27 0.67 -6.80
C -3.06 1.30 -5.84
C -3.95 2.30 -6.21
H -3.38 2.32 -9.55
H -1.77 0.55 -8.89
H -1.57 -0.10 -6.50
H -2.97 1.01 -4.80
H -4.56 2.81 -5.48
F 0.13 -0.55 4.19
C 0.10 -1.66 4.96
C -0.86 -2.63 4.72
C -0.88 -3.78 5.50
C 0.05 -3.94 6.52
C 1.01 -2.96 6.75
C 1.04 -1.81 5.96
H -1.58 -2.48 3.92
H -1.62 -4.54 5.31
H 0.03 -4.83 7.13
H 1.73 -3.08 7.55
H 1.78 -1.04 6.13
*
```

Atomic partial charges in e from the Löwdin method, atoms 1 to 4: N 0.14; C -0.18; C -0.09; N 0.22

5.
ORCA calculation (wB97M-V/def2-TZVPD) on a structure of composition C38H37N2OP2PdS.

As for the calculated total energy: -2862.86508 hartree. The calculation puts the HOMO energy at -15.5487 eV. The value obtained for the LUMO energy is -8.60 eV. The value obtained for the HOMO-LUMO gap is 6.944 eV. The relative energy (zero: lowest compared OMol25 entry of this formula, charge and spin) comes out at 0.0 kJ/mol.

```
! RIJCOSX wB97M-V def2-TZVPD def2/J DEFGRID3
* xyz 3 1
Pd -0.59 0.08 0.33
O 0.25 -0.02 3.48
S 0.72 -0.07 2.11
C 2.05 1.07 1.87
C 3.08 1.08 2.80
C 4.12 1.98 2.62
C 4.09 2.87 1.55
C 3.01 2.90 0.68
C 1.95 2.01 0.84
P 0.38 2.18 -0.08
C 0.72 2.86 -1.70
C 0.64 2.03 -2.83
C 0.89 2.55 -4.09
C 1.23 3.88 -4.23
C 1.30 4.72 -3.12
C 1.03 4.21 -1.86
C -0.54 3.44 0.83
C -0.14 3.92 2.07
C -0.91 4.87 2.72
C -2.08 5.33 2.14
C -2.49 4.85 0.90
C -1.72 3.90 0.25
C 1.31 -1.76 1.77
C 2.61 -2.19 1.97
C 2.92 -3.53 1.75
C 1.93 -4.43 1.36
C 0.62 -4.00 1.17
C 0.30 -2.67 1.37
P -1.33 -1.90 1.16
C -2.32 -2.11 2.62
C -3.60 -1.53 2.66
C -4.36 -1.66 3.81
C -3.85 -2.36 4.90
C -2.59 -2.93 4.85
C -1.82 -2.81 3.71
C -2.22 -2.04 -0.40
C -2.44 -3.19 -1.15
C -3.12 -3.09 -2.36
C -3.56 -1.85 -2.82
C -3.33 -0.70 -2.09
C -2.67 -0.78 -0.86
H 3.07 0.40 3.64
H 4.94 2.00 3.32
H 4.90 3.57 1.42
H 2.98 3.63 -0.11
H 0.33 1.00 -2.70
H 0.81 1.92 -4.96
H 1.43 4.29 -5.22
H 1.54 5.76 -3.24
H 1.05 4.87 -1.00
H 0.78 3.58 2.53
H -0.60 5.25 3.68
H -2.68 6.08 2.65
H -3.40 5.22 0.45
H -2.03 3.54 -0.73
H 3.38 -1.50 2.28
H 3.93 -3.87 1.90
H 2.18 -5.47 1.21
H -0.14 -4.72 0.90
H -4.00 -0.99 1.81
H -5.34 -1.22 3.85
H -4.45 -2.46 5.79
H -2.21 -3.47 5.70
H -0.83 -3.24 3.68
H -2.12 -4.16 -0.79
H -3.34 -3.98 -2.93
H -4.11 -1.79 -3.75
H -3.69 0.26 -2.44
H -2.62 0.16 -0.27
N 1.78 -3.07 -5.16
C 2.14 -2.33 -3.89
C 0.91 -2.07 -3.01
N 1.24 -1.34 -1.80
H 2.60 -3.20 -5.76
H 1.08 -2.55 -5.72
H 1.39 -3.99 -4.97
H 2.61 -1.40 -4.20
H 2.88 -2.94 -3.38
H 0.44 -3.01 -2.73
H 0.17 -1.49 -3.58
H 1.76 -0.49 -2.00
H 1.81 -1.90 -1.17
*
```

Atomic partial charges in e from the Löwdin method, atoms 1 to 4: Pd 0.46; O -0.34; S 0.83; C -0.37

Question: Which value of calculated total energy does entry 4 give?
Answer: -2178.63427 hartree

Question: Number 1 is which compound?
Answer: C38H36Br3CsN5O4

Question: The highest calculated total energy belongs to which entry?
Answer: C38H37F6N2